--- w ---
This record from the Open Molecules 2025 dataset describes a structure of composition C8H6N2O2. The level of theory is wB97M-V/def2-TZVPD.

Summary:
- Gap between HOMO and LUMO: 8.65 eV
- Spin multiplicity: 1
- M: 162.15 g/mol

The geometry in XYZ format:
```
18
C8H6N2O2, DFT wB97M-V/def2-TZVPD
C -0.0250 -0.3010 1.4997
C 1.0297 -0.2923 2.4590
C 2.3418 -0.3529 1.9693
C 2.5733 -0.3242 0.6493
C 1.5544 -0.0340 -0.1982
C 0.3492 -0.0982 0.1806
C -0.5236 0.1011 -0.9286
C -2.2268 0.7056 -1.9711
H -1.3959 -0.0799 2.8846
H 1.0636 -0.1306 3.5746
H 3.1469 -0.3864 2.6278
H 3.5176 -0.3274 0.1780
H 1.8064 0.1153 -1.2608
H -3.1195 1.2730 -2.2130
N -0.1127 0.1749 -2.2249
N -1.2079 0.5035 -2.8674
O -1.3464 -0.5838 1.7497
O -1.9303 0.3791 -0.7629
```

Atomic partial charges in e from the Löwdin method, atoms 1 to 6: -0.276 -0.002 -0.091 -0.076 -0.079 -0.175

=====

--- x ---
This record from the Open Molecules 2025 dataset describes an isolated molecule of C8H6N2O2. The level of theory is wB97M-V/def2-TZVPD.

Summary:
- Gap between HOMO and LUMO (alpha / beta): 6.76 / 6.76 eV
- Spin multiplicity: 1
- M: 162.15 g/mol

The geometry in XYZ format:
```
18
C8H6N2O2, DFT wB97M-V/def2-TZVPD
C 2.3669 -1.9732 -0.0330
C 1.1436 -1.8509 -0.6712
C 2.7998 -0.7208 0.2934
C 0.8556 -0.5114 -0.6796
C -0.1714 0.2681 -1.1912
C -1.7545 1.2877 0.6348
C -1.2865 0.0830 -1.9809
C -1.6935 1.8386 1.9147
N -2.4132 0.8874 -0.2625
N -2.5289 0.3907 -1.3981
O -1.0640 -0.2027 -3.1745
O 1.8887 0.1777 -0.0904
H 2.9381 -2.9456 0.0132
H 0.4632 -2.6832 -1.1018
H 3.8183 -0.2200 0.6524
H -2.7989 1.8374 2.3369
H -1.5560 3.0081 1.9287
H -1.0073 1.3291 2.8091
```

Atomic partial charges in e from the Löwdin method, atoms 1 to 6: -0.075 0.016 -0.082 -0.305 0.186 -0.093

=====

Quick look at relative energies in eV: w 0.000; x 3.805.

=====

--- w ---
This record from the Open Molecules 2025 dataset describes a cluster of 3 separate species, C4H14O2S2 in total. The level of theory is wB97M-V/def2-TZVPD.

Summary:
- Gap between HOMO and LUMO: 9.13 eV
- Spin multiplicity: 1
- SMILES: CCCSSC.O.O
- M: 158.29 g/mol

The geometry in XYZ format:
```
22
C4H14O2S2, DFT wB97M-V/def2-TZVPD
C 1.5880 0.6339 -0.8139
C 2.8161 0.1169 -0.0515
C 2.5324 -0.6448 1.2451
S 1.8732 -2.2884 0.6617
S 0.4502 -3.0921 1.8868
C -1.1802 -2.3243 1.4370
H 0.6326 0.2154 -0.4861
H 1.4199 1.6994 -0.6341
H 1.7697 0.5065 -1.8733
H 3.2876 -0.6056 -0.7200
H 3.5102 0.9171 0.2185
H 3.3972 -0.8404 1.8779
H 1.7301 -0.1888 1.8201
H -1.6316 -2.7188 0.5373
H -1.8106 -2.7199 2.2551
H -1.0125 -1.2620 1.5720
O -2.5660 3.6809 -0.8282
H -3.0940 4.3354 -1.2714
H -2.9212 2.7946 -1.0659
O -3.8060 0.8313 -1.6987
H -2.9638 0.4218 -1.4965
H -4.0212 0.5319 -2.5719
```

Atomic partial charges in e from the Löwdin method, atoms 1 to 6: -0.121 -0.349 -0.497 0.447 0.386 -0.439

=====

--- x ---
This record from the Open Molecules 2025 dataset describes a cluster of 3 separate species, C4H14O2S2 in total. The level of theory is wB97M-V/def2-TZVPD.

Summary:
- Gap between HOMO and LUMO: 9.39 eV
- Spin multiplicity: 1
- SMILES: CCSSCC.O.O
- M: 158.29 g/mol

The geometry in XYZ format:
```
22
C4H14O2S2, DFT wB97M-V/def2-TZVPD
C 1.2570 -1.9960 0.2193
C -0.0933 -1.6251 0.9075
S -1.3409 -1.3679 -0.4174
S -0.8546 0.3782 -1.3308
C -1.7756 1.7518 -0.5563
C -1.2925 2.0749 0.8504
H 1.6719 -2.9440 0.5383
H 2.0438 -1.3331 0.5460
H 1.3026 -1.8677 -0.8580
H 0.0741 -0.7405 1.5426
H -0.5289 -2.4165 1.5140
H -1.8397 2.5466 -1.2786
H -2.8361 1.4072 -0.3856
H -1.7539 1.4652 1.6480
H -1.6786 3.0779 1.0806
H -0.2192 2.0782 1.0438
O 2.3204 0.1514 2.0414
H 1.5251 -0.3718 1.8264
H 2.0088 0.8986 2.5597
O 2.7064 1.1369 -0.6598
H 3.3777 0.6875 -0.1538
H 2.9201 2.0098 -0.9771
```

Atomic partial charges in e from the Löwdin method, atoms 1 to 6: -0.168 -0.547 0.479 0.476 -0.589 -0.188

=====

Quick look at relative energies in eV: w 0.000; x 0.449.

=====

--- w ---
This record from the Open Molecules 2025 dataset describes an isolated molecule of C3H7NO. The level of theory is wB97M-V/def2-TZVPD.

Summary:
- Gap between HOMO and LUMO: 10.01 eV
- Spin multiplicity: 1
- SMILES: CN(C)C=O
- M: 73.09 g/mol

The geometry in XYZ format:
```
12
C3H7NO, DFT wB97M-V/def2-TZVPD
C -0.6225 0.7609 0.9798
N -0.0344 -0.0871 0.1047
C -0.3327 -0.5094 -1.2031
C 1.2727 -0.3715 0.4427
O 1.9463 -1.0363 -0.4501
H -0.2090 1.6329 0.9335
H -1.8051 0.9021 0.6626
H -0.4727 0.2720 1.9315
H 0.3918 -0.3821 -2.0872
H -0.5573 -1.6806 -1.0606
H -1.2616 0.2118 -1.5873
H 1.6844 0.2871 1.3335
```

Atomic partial charges in e from the Löwdin method, atoms 1 to 6: -0.112 -0.283 -0.107 -0.233 -0.081 0.020

=====

--- x ---
This record from the Open Molecules 2025 dataset describes a cluster of 2 separate species, C3H7NO in total. The level of theory is wB97M-V/def2-TZVPD.

Summary:
- Gap between HOMO and LUMO: 11.11 eV
- Spin multiplicity: 1
- SMILES: CN=C=O.C
- M: 73.09 g/mol

The geometry in XYZ format:
```
12
C3H7NO, DFT wB97M-V/def2-TZVPD
C -2.1870 -0.3530 -0.3646
N -0.7772 -0.0929 -0.2330
C 0.0976 -0.3205 -1.0384
O 1.0012 -0.5145 -1.7574
H -2.3443 -1.2709 -0.9343
H -2.6608 0.4879 -0.8764
H -2.6292 -0.4623 0.6259
C 1.9043 0.5035 0.9110
H 0.8202 0.4118 0.9626
H 2.1790 1.3105 0.2248
H 2.3588 -0.4279 0.5606
H 2.2375 0.7282 1.9192
```

Atomic partial charges in e from the Löwdin method, atoms 1 to 6: -0.091 0.033 -0.362 0.162 0.084 0.083

=====

Quick look at relative energies in eV: w 2.189; x 0.000.

=====

--- w ---
This record from the Open Molecules 2025 dataset describes a cluster of 2 separate species, C3H7NO in total. The level of theory is wB97M-V/def2-TZVPD.

Summary:
- Gap between HOMO and LUMO (alpha / beta): 9.38 / 9.39 eV
- Spin multiplicity: 1
- M: 73.09 g/mol

The geometry in XYZ format:
```
12
C3H7NO, DFT wB97M-V/def2-TZVPD
C 2.2080 -0.1879 0.2308
C -1.5224 0.6225 0.3025
C -0.4927 0.0058 -0.5286
N 0.3181 -1.0522 0.1575
O 2.3873 0.8713 -0.2012
H 2.8613 -0.9321 0.7817
H -2.2469 -0.0632 0.6829
H -1.0196 0.9930 1.1161
H -2.0128 1.3136 -0.3001
H -1.0291 -0.3856 -1.4837
H 0.2202 0.8219 -0.5642
H 0.3285 -2.0070 -0.1936
```

Atomic partial charges in e from the Löwdin method, atoms 1 to 6: -0.081 -0.140 -0.381 -0.016 0.091 0.119

=====

--- x ---
This record from the Open Molecules 2025 dataset describes an isolated molecule of C3H7NO. The level of theory is wB97M-V/def2-TZVPD.

Summary:
- Gap between HOMO and LUMO: 11.12 eV
- Spin multiplicity: 1
- SMILES: C/N=C/CO
- M: 73.09 g/mol

The geometry in XYZ format:
```
12
C3H7NO, DFT wB97M-V/def2-TZVPD
C -1.7746 0.6753 0.2143
N -0.3671 0.6195 -0.0703
C 0.1404 -0.4426 -0.5267
C 1.5891 -0.6662 -0.1798
O 2.1150 0.4467 0.4754
H -1.8132 0.5053 1.2964
H -2.3669 -0.1116 -0.2771
H -2.1926 1.6665 0.0236
H -0.4488 -1.2665 -0.9579
H 1.5349 -1.5406 0.4975
H 2.2207 -0.9568 -1.0272
H 1.3630 1.0709 0.5318
```

Atomic partial charges in e from the Löwdin method, atoms 1 to 6: -0.122 -0.051 -0.150 -0.268 -0.075 0.087

=====

--- y ---
This record from the Open Molecules 2025 dataset describes an isolated molecule of C3H7NO. The level of theory is wB97M-V/def2-TZVPD.

Summary:
- Gap between HOMO and LUMO: 10.48 eV
- Spin multiplicity: 1
- SMILES: CC(C)=NO
- M: 73.09 g/mol

The geometry in XYZ format:
```
12
C3H7NO, DFT wB97M-V/def2-TZVPD
C 1.4895 -0.8104 0.0104
C 0.0010 -0.3262 0.0071
C -0.3652 1.1471 -0.0471
N -0.8752 -1.2354 -0.0654
O -2.2029 -0.7790 -0.0055
H 2.0977 -0.2449 -0.7220
H 1.9343 -0.6449 1.0837
H 1.5038 -1.8906 -0.3646
H -0.9392 1.3633 0.9015
H -0.9575 1.4160 -0.8625
H 0.5036 1.8235 -0.1292
H -2.1898 0.1814 0.1936
```

Atomic partial charges in e from the Löwdin method, atoms 1 to 6: -0.054 -0.399 -0.051 0.019 -0.074 0.062

=====

--- z ---
This record from the Open Molecules 2025 dataset describes a cluster of 2 separate species, C3H7NO in total. The level of theory is wB97M-V/def2-TZVPD.

Summary:
- Gap between HOMO and LUMO: 8.85 eV
- Spin multiplicity: 1
- SMILES: C=CN.C=O
- M: 73.09 g/mol

The geometry in XYZ format:
```
12
C3H7NO, DFT wB97M-V/def2-TZVPD
C -0.1735 -0.9632 0.7148
C -0.7391 -0.1554 -0.2449
N -1.2484 1.1281 0.0236
H 0.1210 -1.9737 0.4792
H -0.0430 -0.6401 1.7358
H -1.1026 -0.5971 -1.1655
H -0.8076 1.5769 0.8153
H -2.2552 1.2041 0.0352
C 1.4524 0.0894 -0.5838
O 1.9761 0.1741 0.5593
H 1.5296 -0.8368 -1.1738
H 1.2903 0.9937 -1.1952
```

Atomic partial charges in e from the Löwdin method, atoms 1 to 6: 0.012 -0.329 0.029 0.080 0.085 0.117

=====

Quick look at relative energies in eV: w 2.401; x 0.000; y 1.036; z 2.005.

=====

--- w ---
This record from the Open Molecules 2025 dataset describes a structure of composition C3H3Br3O. The level of theory is wB97M-V/def2-TZVPD.

Summary:
- Gap between HOMO and LUMO: 9.50 eV
- Spin multiplicity: 1
- M: 294.77 g/mol

The geometry in XYZ format:
```
10
C3H3Br3O, DFT wB97M-V/def2-TZVPD
C 0.3719 0.4178 0.6732
C 0.3890 -1.0538 1.0221
C -0.5523 0.7552 -1.0928
O 0.9313 1.3231 1.1247
Br -0.3083 2.5692 -1.4772
Br 0.1894 -0.3305 -2.5021
Br -2.4481 0.3653 -0.9497
H -0.0178 -1.6018 0.1437
H -0.0057 -1.2956 1.9833
H 1.4506 -1.1488 1.0749
```

Atomic partial charges in e from the Löwdin method, atoms 1 to 6: -0.383 -0.017 -1.705 0.117 0.630 0.570

=====

--- x ---
This record from the Open Molecules 2025 dataset describes a structure of composition C3H3Br3O. The level of theory is wB97M-V/def2-TZVPD.

Summary:
- Gap between HOMO and LUMO (alpha / beta): 8.88 / 5.25 eV
- Spin multiplicity: 1
- M: 294.77 g/mol

The geometry in XYZ format:
```
10
C3H3Br3O, DFT wB97M-V/def2-TZVPD
C 1.0425 0.5914 1.6212
C 0.5598 0.4568 0.2978
C 1.2480 -0.0176 -2.9927
O 0.4365 1.6737 0.6999
Br 1.7276 -1.8435 -3.0554
Br -0.2150 0.4852 -4.1756
Br 2.6694 1.3043 -3.2552
H 0.4372 0.3777 2.4827
H 2.2026 0.6606 1.9579
H 0.7269 0.1310 -0.8175
```

Atomic partial charges in e from the Löwdin method, atoms 1 to 6: -0.064 -0.213 -1.642 -0.003 0.586 0.521

=====

Quick look at relative energies in eV: w 0.000; x 4.638.

=====

--- w ---
This record from the Open Molecules 2025 dataset describes a cluster of 2 separate species, C15H26N5O3 in total. The level of theory is wB97M-V/def2-TZVPD.

Summary:
- Total charge: +1
- Gap between HOMO and LUMO: 7.84 eV
- Spin multiplicity: 1
- M: 324.41 g/mol

The geometry in XYZ format:
```
49
C15H26N5O3, DFT wB97M-V/def2-TZVPD
C 6.6060 -2.9583 1.3821
C 5.9199 -2.1354 0.7824
N 4.8546 -1.1788 0.5660
C 3.5045 -1.6390 0.6942
C 2.7190 -0.3952 0.4536
C 1.1469 -0.4058 0.5171
C 0.5153 -1.8536 0.2808
N -0.9338 -1.9577 0.5653
C -1.7777 -1.1767 -0.3837
C -1.9084 -1.9689 -1.7894
C -1.2594 -1.6931 1.9669
C -1.7192 -0.3014 2.5685
O -1.1713 -2.6402 2.7573
N 3.6004 0.6968 0.1971
C 3.2780 2.1264 -0.0557
O 1.9566 2.3553 -0.5314
C 1.1888 3.0698 0.4694
C -0.3825 3.0751 0.1424
C 4.9239 0.1795 0.2736
H 7.2244 -3.7069 1.9592
H 3.1312 -2.6634 0.9504
H 0.8596 -0.0319 1.5576
H 0.6502 0.2943 -0.2309
H 0.6556 -2.1041 -0.8233
H 1.0244 -2.6853 0.8678
H -1.4709 -0.0948 -0.5246
H -2.8341 -1.1898 0.0479
H -2.9898 -2.2808 -1.9770
H -1.2825 -2.9235 -1.7509
H -1.5393 -1.2672 -2.6066
H -2.7877 -0.0667 2.2601
H -1.6104 -0.3825 3.7014
H -1.0639 0.5744 2.2331
H 3.3997 2.6823 0.9373
H 4.0308 2.6200 -0.7617
H 1.4806 4.1742 0.5522
H 1.2780 2.6224 1.5160
H -0.6197 3.6434 -0.8145
H -0.8034 2.0203 0.0737
H -0.9802 3.5882 0.9700
H 5.8952 0.7464 0.1382
C -5.0731 0.3940 -2.0283
O -4.4476 -0.2189 -1.1746
N -6.2268 1.0544 -1.7566
N -4.6667 0.4659 -3.3223
H -6.7548 1.5625 -2.4422
H -6.5604 1.0236 -0.8077
H -3.8148 -0.0122 -3.5628
H -5.1650 0.9628 -4.0377
```

Atomic partial charges in e from the Löwdin method, atoms 1 to 6: 0.169 -0.068 -0.060 0.089 -0.069 -0.090

=====

--- x ---
This record from the Open Molecules 2025 dataset describes the ion C15H26N5O3 with charge +1. The level of theory is wB97M-V/def2-TZVPD.

Summary:
- Total charge: +1
- Gap between HOMO and LUMO: 9.45 eV
- Spin multiplicity: 1
- SMILES: CC[C@@H](C)[C@@H](NC(C)=O)C(=O)N[C@H](Cc1c[nH]c[nH+]1)C(=O)NC
- M: 324.41 g/mol

The geometry in XYZ format:
```
49
C15H26N5O3, DFT wB97M-V/def2-TZVPD
C 5.5475 1.4434 0.9858
C 4.3264 1.4440 0.0996
C 3.1590 0.4845 0.5041
C 2.8522 0.6401 2.0235
C 1.8666 0.6935 -0.3291
N 2.1542 0.5299 -1.7579
C 1.3213 0.9566 -2.7173
C 1.8017 0.7665 -4.1519
O 0.2129 1.4004 -2.4531
C 0.7337 -0.2842 0.0707
O 0.9501 -1.4628 0.3815
N -0.4886 0.2227 0.0268
C -1.7823 -0.5261 0.2524
C -2.8777 0.3583 -0.3912
C -4.1900 -0.3018 -0.7082
C -4.7401 -0.3645 -1.9623
N -5.9367 -1.0753 -1.8398
C -6.1020 -1.4012 -0.5455
N -5.0535 -0.9172 0.1564
C -2.1331 -0.9925 1.6840
O -3.2458 -0.7431 2.1885
N -1.1577 -1.6325 2.3229
C -1.1357 -2.0449 3.7344
H 5.3370 1.8488 1.9679
H 5.9352 0.4292 1.1083
H 6.2804 2.0979 0.5606
H 4.7126 1.1927 -0.8688
H 3.9450 2.4573 0.0418
H 3.4372 -0.5294 0.2741
H 3.7419 0.5719 2.6273
H 2.1665 -0.1412 2.3701
H 2.3800 1.6335 2.2152
H 1.5282 1.7296 -0.2091
H 3.0611 0.2101 -2.0132
H 2.3197 1.6577 -4.4326
H 0.9525 0.5006 -4.7614
H 2.4717 -0.0922 -4.1928
H -0.5991 1.0631 -0.5146
H -1.7650 -1.4523 -0.3272
H -2.4609 0.7635 -1.3182
H -3.0490 1.2039 0.2427
H -4.3276 0.0891 -2.8658
H -6.5922 -1.3006 -2.6020
H -6.9771 -1.8978 -0.1322
H -4.8690 -0.9880 1.1855
H -0.3462 -1.8182 1.7719
H -0.2976 -1.5133 4.2303
H -0.9880 -3.1045 3.8322
H -2.0796 -1.8050 4.2358
```

Atomic partial charges in e from the Löwdin method, atoms 1 to 6: -0.106 -0.223 -0.293 -0.039 -0.184 0.122

=====

Quick look at relative energies in eV: w 7.694; x 0.000.